P.
The following is a DFT calculation (wB97M-V/def2-TZVPD) of a cluster of 4 separate species, C3H13NO3 in total.

Properties
E_HOMO (eV): -8.3
Structure (SMILES): C/C=C/N.O.O.O
Orbital gap (eV): 9.0907
Spin multiplicity: 1

Positions of all 20 atoms, in Å:
C1 -3.25146 -0.26345 1.27039
C2 -1.89987 -0.53411 0.59323
C3 -0.79289 -0.41892 1.31665
N1 0.50710 -0.79833 0.83592
H1 -4.06572 -0.37777 0.59578
H2 -3.24837 -0.80212 2.19947
H3 -3.26530 0.81085 1.50897
H4 -1.94017 -0.52400 -0.51728
H5 -0.83790 0.23780 2.22358
H6 1.13564 -1.11257 1.57124
H7 0.36489 -1.62524 0.27738
H8 1.83819 -0.62415 -2.70110
H9 1.06558 -2.02651 -2.98391
O1 1.66766 -1.53510 -2.42766
H10 1.20575 1.11731 0.71460
H11 1.91146 2.24801 1.53456
O2 1.97080 1.71979 0.73485
H12 3.04753 1.97723 -2.50867
H13 2.01601 1.40076 -1.72894
O3 2.57104 1.13053 -2.50908

Q.
The following is a DFT calculation (wB97M-V/def2-TZVPD) of a cluster of 4 separate species, C3H13NO3 in total.

Properties
E_HOMO (eV): -8.0
Structure (SMILES): C/C=C/N.O.O.O
Orbital gap (eV): 8.8609
Spin multiplicity: 1

Positions of all 20 atoms, in Å:
C1 -0.93853 -1.87466 -1.82507
C2 -0.62849 -0.98533 -0.65720
C3 -0.11866 -1.43378 0.48089
N1 0.26183 -0.63282 1.58291
H1 -0.15623 -1.83733 -2.58305
H2 -1.86294 -1.56762 -2.30500
H3 -1.06844 -2.90961 -1.51519
H4 -0.84266 0.07595 -0.74793
H5 0.08495 -2.48364 0.59428
H6 0.23992 -1.15754 2.43606
H7 -0.32972 0.19557 1.66789
H8 -0.83586 1.97684 0.77821
H9 -1.53473 2.11168 2.12980
O1 -1.33395 1.47030 1.44444
H10 1.77164 0.23129 0.70696
H11 2.83377 0.27644 -0.42592
O2 2.36416 0.82695 0.20365
H12 0.66662 3.21878 -1.11961
H13 1.09065 1.95184 -0.33143
O3 0.33666 2.54669 -0.51468

R.
The following is a DFT calculation (wB97M-V/def2-TZVPD) of a cluster of 3 separate species, C3H13NO3 in total.

Properties
E_HOMO (eV): -9.0
Structure (SMILES): CNCCO.O.O
Orbital gap (eV): 9.5390
Spin multiplicity: 1

Positions of all 20 atoms, in Å:
C1 0.01465 -1.49581 -1.85498
N1 -0.14304 -0.15841 -1.28039
C2 1.20150 0.37487 -0.97223
C3 1.09688 1.80021 -0.45278
O1 0.71367 1.83492 0.94031
H1 -0.98045 -1.94251 -1.92183
H2 0.73648 -2.12118 -1.30769
H3 0.35988 -1.41362 -2.88891
H4 -0.69778 -0.27915 -0.43777
H5 1.77058 -0.20931 -0.24910
H6 1.71581 0.42848 -1.92446
H7 2.10020 2.25115 -0.52134
H8 0.41805 2.50681 -0.92536
H9 1.50907 1.74834 1.47245
H10 0.12816 0.14009 1.81588
H11 -1.08081 0.12681 2.85532
O2 -0.47170 -0.40979 2.33997
H12 -1.61643 -0.99775 1.29305
H13 -1.73318 -2.42037 0.69239
O3 -2.13786 -1.54476 0.65238

So which one is most stable? That would be Q, about 0.668 eV below the next structure.

P.
The following is a DFT calculation (wB97M-V/def2-TZVPD) of an isolated molecule of C3H4O2S.

Properties
E_HOMO (spin up / spin down) (eV): -10.4 / -10.4
Orbital gap (spin up / spin down) (eV): 7.7630 / 7.7624
Spin multiplicity: 1

Positions of all 10 atoms, in Å:
C1 0.44790 -0.05706 0.46531
C2 -0.71479 1.10622 -1.44077
C3 1.61116 -0.58390 0.22801
O1 -1.66785 -1.38324 -0.85145
O2 -2.46674 0.08676 0.70642
S1 -1.41706 -0.09816 -0.30423
H1 0.39865 0.63771 1.32671
H2 -0.58757 1.85542 -0.57478
H3 2.00274 -1.38005 -0.43803
H4 2.39356 -0.18371 0.88282

Q.
The following is a DFT calculation (wB97M-V/def2-TZVPD) of an isolated molecule of C3H4O2S.

Properties
E_HOMO (eV): -10.0
Structure (SMILES): O=CCSC=O
Orbital gap (eV): 10.5006
Spin multiplicity: 1

Positions of all 10 atoms, in Å:
C1 1.56138 0.12949 -0.40776
C2 0.49514 -0.67956 0.51934
C3 -1.76275 0.43454 -0.22613
H1 1.12059 0.80692 -1.13307
H2 0.83280 -1.65377 0.70990
H3 0.31356 -0.03482 1.41428
H4 -2.97418 0.54670 -0.54231
O1 2.75843 0.07493 -0.20610
O2 -1.19319 1.50388 0.12834
S1 -1.15179 -1.12830 -0.25650

R.
The following is a DFT calculation (wB97M-V/def2-TZVPD) of a cluster of 2 separate species, C3H4O2S in total.

Properties
E_HOMO (spin up / spin down) (eV): -10.5 / -10.1
Orbital gap (spin up / spin down) (eV): 7.9954 / 7.4115
Spin multiplicity: 1

Positions of all 10 atoms, in Å:
C1 -2.38498 2.00127 -0.28126
C2 -1.42246 1.33577 -0.07413
C3 0.63968 -1.55142 0.10037
O1 1.83996 0.51265 1.43000
O2 1.87841 0.53492 -1.11402
S1 1.21339 0.22049 0.14992
H1 -3.33388 2.52127 -0.45246
H2 0.71030 -2.01589 1.10586
H3 -0.42300 -1.42430 -0.18382
H4 1.28258 -2.13474 -0.68046

S.
The following is a DFT calculation (wB97M-V/def2-TZVPD) of an isolated molecule of C3H4O2S.

Properties
E_HOMO (spin up / spin down) (eV): -9.3 / -9.3
Orbital gap (spin up / spin down) (eV): 9.0194 / 9.0201
Spin multiplicity: 1

Positions of all 10 atoms, in Å:
C1 1.30553 0.35609 -0.17384
C2 0.60734 -0.94209 -0.02114
C3 -0.73738 0.53593 0.72953
O1 2.42905 0.73595 -0.41070
O2 0.22763 1.23434 0.01692
S1 -2.32977 0.35750 -0.06565
H1 -0.09041 -1.10429 -0.88916
H2 1.14305 -1.78707 0.38887
H3 -0.68790 0.73573 1.74162
H4 -1.86714 -0.12209 -1.31644

So which one is most stable? That would be Q, about 1.364 eV below the next structure.

P.
The following is a DFT calculation (wB97M-V/def2-TZVPD) of an isolated molecule of C3H4O2S.

Properties
E_HOMO (eV): -9.5
Structure (SMILES): COC(=S)C=O
Orbital gap (eV): 8.3293
Spin multiplicity: 1

Positions of all 10 atoms, in Å:
C1 0.97302 -1.07733 0.04387
C2 -1.10813 0.07799 -0.18341
C3 -0.40055 1.40256 0.04467
H1 1.04841 -0.61969 1.05637
H2 1.35058 -2.11823 0.04922
H3 1.59019 -0.42201 -0.64422
H4 -1.12417 2.21497 0.29964
O1 -0.37037 -1.05760 -0.30799
O2 0.74497 1.59510 -0.26777
S1 -2.70394 0.00425 -0.09038

Q.
The following is a DFT calculation (wB97M-V/def2-TZVPD) of a structure of composition C3H4O2S.

Properties
E_HOMO (eV): -9.2
Orbital gap (eV): 7.2366
Spin multiplicity: 1

Positions of all 10 atoms, in Å:
C1 -0.30994 -0.81250 0.40073
C2 0.86776 -1.12364 -0.09464
C3 -0.51537 0.74088 0.39253
O1 0.65540 1.30257 0.62398
O2 -1.08617 1.08268 -0.87763
S1 2.16552 -0.01259 -0.24418
H1 -1.20351 -1.39539 0.54836
H2 1.01025 -2.09972 -0.40771
H3 -1.19923 1.26703 1.07278
H4 -0.38471 1.05068 -1.41421

R.
The following is a DFT calculation (wB97M-V/def2-TZVPD) of a cluster of 2 separate species, C3H4O2S in total.

Properties
E_HOMO (eV): -8.7
Structure (SMILES): O=C=O.C=CS
Orbital gap (eV): 9.1560
Spin multiplicity: 1

Positions of all 10 atoms, in Å:
C1 2.77584 -0.31386 0.15292
C2 -1.80891 -0.72318 -0.59152
C3 -1.03624 0.01146 0.23496
O1 3.83593 0.13785 0.10897
O2 1.63315 -0.56405 0.20835
S1 -0.30449 1.60301 -0.25622
H1 -1.86947 -0.45473 -1.67433
H2 -2.37908 -1.61717 -0.28820
H3 -0.98232 -0.06467 1.25832
H4 0.13559 1.98535 0.84676

S.
The following is a DFT calculation (wB97M-V/def2-TZVPD) of an isolated molecule of C3H4O2S.

Properties
E_HOMO (eV): -8.5
Orbital gap (eV): 8.0684
Spin multiplicity: 1

Positions of all 10 atoms, in Å:
C1 -1.55773 0.44697 0.07894
C2 -0.50645 -0.14962 0.50454
C3 0.62785 -0.42500 -0.37708
O1 1.65741 -1.02401 0.21282
O2 1.40660 0.86847 -0.81165
S1 2.57021 0.35330 0.38732
H1 -2.47288 0.49805 0.68540
H2 -1.59527 0.61403 -1.03219
H3 -0.52228 -0.29592 1.61509
H4 0.39254 -0.88628 -1.26318

So which one is most stable? That would be R, about 1.073 eV below the next structure.

P.
The following is a DFT calculation (wB97M-V/def2-TZVPD) of a cluster of 2 separate species, C3H4O2S in total.

Properties
E_HOMO (spin up / spin down) (eV): -9.5 / -9.5
Orbital gap (spin up / spin down) (eV): 8.4823 / 8.4830
Spin multiplicity: 1

Positions of all 10 atoms, in Å:
C1 -0.44741 -0.04392 -1.15193
C2 0.15400 -0.00434 0.01401
C3 1.33875 -0.11558 0.79735
O1 -2.30051 1.27017 0.27993
O2 -2.38927 -1.28184 0.21226
S1 -1.69451 -0.00468 0.02251
H1 0.27052 0.39097 -2.79955
H2 1.53104 0.96068 1.15281
H3 2.05553 -0.25424 -0.04855
H4 1.48185 -0.91722 1.52115

Q.
The following is a DFT calculation (wB97M-V/def2-TZVPD) of a structure of composition C3H4O2S.

Properties
E_HOMO (eV): -9.8
Orbital gap (eV): 9.5636
Spin multiplicity: 1

Positions of all 10 atoms, in Å:
C1 -0.27788 0.75275 0.86017
C2 -0.06091 -0.51868 1.16057
C3 -0.12754 0.86633 -0.61916
O1 2.03970 -1.49094 -1.15590
O2 -0.86582 -1.73250 -1.13568
S1 0.19438 -0.95894 -0.57771
H1 -0.52078 1.57204 1.51845
H2 -0.05698 -1.07374 2.07701
H3 -1.03367 1.11315 -1.16826
H4 0.70952 1.47053 -0.95949

So which one is most stable? That would be Q, about 1.271 eV below the next structure.

P.
The following is a DFT calculation (wB97M-V/def2-TZVPD) of a cluster of 2 separate species, C2H8N4 in total.

Properties
E_HOMO (eV): -9.1
Structure (SMILES): [H]/N=C/N.[H]/N=C/N
Orbital gap (eV): 10.0437
Spin multiplicity: 1

Positions of all 14 atoms, in Å:
N1 -0.69276 -0.27158 0.59985
C1 -1.64422 -1.16707 0.95074
N2 -1.61413 -2.40653 0.70660
H1 0.31457 -0.55902 0.53335
H2 -0.69954 0.56573 1.15808
H3 -2.55760 -0.62155 1.28518
H4 -2.40938 -2.96449 0.96415
N3 0.57619 1.19984 -1.57989
C2 1.69655 1.13299 -0.84695
N4 1.64565 0.74968 0.38616
H5 -0.30701 0.92357 -1.07672
H6 0.46835 1.34951 -2.56681
H7 2.64461 1.53896 -1.25871
H8 2.57872 0.52996 0.74497

Q.
The following is a DFT calculation (wB97M-V/def2-TZVPD) of an isolated molecule of C2H8N4.

Properties
E_HOMO (eV): -8.3
Orbital gap (eV): 9.1257
Spin multiplicity: 1

Positions of all 14 atoms, in Å:
C1 1.92501 -0.76954 0.74435
N1 -1.68283 -0.39151 0.45523
C2 0.60011 -0.38021 0.14018
N2 -1.83883 1.13583 -0.40075
N3 0.47352 0.13076 -1.06043
N4 -0.45377 -0.47252 0.97896
H1 -1.72043 -0.94368 -0.41969
H2 -1.80778 1.84404 0.32249
H3 -2.70654 1.16855 -0.92240
H4 -0.92715 1.04849 -0.96928
H5 1.35636 0.22904 -1.54954
H6 1.77869 -1.36749 1.64211
H7 2.49502 0.12407 1.00727
H8 2.50860 -1.35582 0.03149

R.
The following is a DFT calculation (wB97M-V/def2-TZVPD) of an isolated molecule of C2H8N4.

Properties
E_HOMO (eV): -8.7
Structure (SMILES): [H]/N=C(\NC)NN
Orbital gap (eV): 9.5386
Spin multiplicity: 1

Positions of all 14 atoms, in Å:
C1 -2.19008 0.04169 0.19327
C2 0.31813 0.04522 -0.10563
H1 -2.02745 0.64763 1.11635
H2 -2.96438 -0.67683 0.54499
H3 -2.70562 0.59947 -0.68922
H4 -0.92993 -1.67481 -0.75231
H5 -0.41348 1.72208 -0.49824
H6 1.49028 -1.72457 0.15482
H7 2.79520 0.63817 -0.68373
H8 2.81732 0.49778 0.92237
N1 -0.88227 -0.64007 -0.21996
N2 0.49693 1.30593 -0.09165
N3 1.45585 -0.70664 0.04629
N4 2.73949 -0.07505 0.06265

So which one is most stable? That would be P, about 1.169 eV below the next structure.

P.
The following is a DFT calculation (wB97M-V/def2-TZVPD) of the ion C2H7BrN4 with charge +2.

Properties
E_HOMO (spin up / spin down) (eV): -19.7 / -19.6
Orbital gap (spin up / spin down) (eV): 7.4643 / 7.3709
Total charge: +2
Spin multiplicity: 1

Positions of all 14 atoms, in Å:
C1 -0.07774 -1.00744 0.06451
C2 -1.99749 0.39358 0.12949
N1 1.15867 -1.38181 0.03591
N2 -0.61541 0.20652 0.03305
N3 0.11456 1.30323 -0.23086
N4 2.34264 -1.13702 -0.14800
Br1 3.49193 0.54454 0.11741
H1 -0.80005 -1.72138 0.35796
H2 -2.27537 1.18775 0.78546
H3 -2.48542 0.65295 -0.83733
H4 -2.64021 -0.51763 0.43352
H5 -0.34590 2.23447 -0.23477
H6 1.15278 1.13502 -0.08547
H7 2.97701 -1.89277 -0.42088

Q.
The following is a DFT calculation (wB97M-V/def2-TZVPD) of the ion C2H7BrN4 with charge +2.

Properties
E_HOMO (spin up / spin down) (eV): -19.4 / -19.6
Orbital gap (spin up / spin down) (eV): 7.4489 / 7.6430
Total charge: +2
Spin multiplicity: 1

Positions of all 14 atoms, in Å:
C1 0.90083 0.33545 -0.35934
C2 -0.94709 -0.67614 -1.72664
N1 1.62771 0.84806 0.64373
N2 -0.36261 -0.10659 -0.56099
N3 -1.30639 0.08594 0.37053
N4 1.80302 0.70462 1.84856
Br1 0.95931 -0.63383 3.14306
H1 1.61874 0.60822 -1.12059
H2 -1.35058 -1.70570 -1.47831
H3 -1.78116 -0.19480 -2.22734
H4 -0.16219 -0.67931 -2.43189
H5 -2.30304 -0.06276 0.14561
H6 -1.26566 0.33654 1.31305
H7 2.56911 1.14030 2.44056

So which one is most stable? That would be P, about 0.498 eV below the next structure.